(1)
{
  "formula": "C6H14FIOSi",
  "method": "ωB97M-V/def2-TZVPD",
  "symbols": ["C", "C", "C", "C", "C", "C", "O", "F", "Si", "I", "H", "H", "H", "H", "H", "H", "H", "H", "H", "H", "H", "H", "H", "H"],
  "xyz": [[-3.075, -1.256, -0.562], [2.709, 0.772, 1.781], [-1.888, -2.019, 0.241], [1.022, 0.768, -2.089], [1.466, -0.044, 1.516], [0.092, 1.637, -1.260], [-0.641, -1.590, -0.168], [2.320, 1.198, -1.735], [0.101, 0.806, 0.547], [-1.850, 1.620, 1.805], [-3.947, -1.766, -0.588], [-3.082, -0.366, -0.034], [-2.711, -0.966, -1.504], [3.348, 0.467, 2.644], [3.389, 0.696, 0.845], [2.612, 1.858, 1.826], [-1.944, -3.074, -0.122], [-1.986, -1.807, 1.299], [0.909, 0.997, -3.123], [0.979, -0.321, -1.962], [1.053, -0.512, 2.538], [1.849, -1.030, 1.023], [-0.971, 1.207, -1.567], [0.246, 2.727, -1.352]],
  "forces_ev_per_angstrom": [[4.354, -0.398, 1.684], [2.669, 0.682, -1.539], [-0.782, 0.439, -2.611], [0.926, 0.927, 0.589], [0.236, -2.681, 1.721], [-1.932, -2.986, 1.020], [1.382, 2.984, 0.357], [0.239, -0.371, -0.101], [-1.563, -2.634, -1.491], [0.756, -0.090, -0.126], [-2.883, -1.445, -0.022], [-1.009, 1.950, 1.046], [0.454, -0.243, -1.553], [-0.782, -0.001, -0.586], [-0.919, -0.093, 1.461], [-0.510, 0.039, 0.442], [-0.088, 0.242, 1.099], [-0.589, -0.720, 0.502], [-0.101, 0.138, -0.963], [-0.363, 0.302, 0.375], [0.316, 1.382, -2.194], [-1.266, 1.773, 0.256], [1.693, 1.510, 0.630], [-0.237, -0.707, 0.004]],
  "orbital_gap_ev": 7.7709,
  "charge": 0,
  "lumo_energy_ev": -0.3
}

(2)
{
  "formula": "C6H14FN2O4V",
  "method": "ωB97M-V/def2-TZVPD",
  "symbols": ["O", "V", "O", "F", "C", "C", "O", "N", "C", "H", "H", "H", "H", "H", "H", "H", "C", "C", "O", "N", "C", "H", "H", "H", "H", "H", "H", "H"],
  "xyz": [[0.690, -1.352, 4.261], [1.603, -1.888, 3.128], [2.630, -2.835, 3.912], [0.886, -0.735, 1.679], [1.942, 2.205, -0.714], [0.595, 2.721, -0.276], [0.226, 3.832, -0.611], [-0.177, 1.885, 0.451], [-1.450, 2.286, 0.982], [2.298, 1.320, -0.182], [2.644, 3.017, -0.535], [1.922, 1.970, -1.777], [0.219, 0.983, 0.663], [-1.933, 1.412, 1.410], [-2.077, 2.724, 0.205], [-1.332, 3.068, 1.737], [1.025, -2.115, -1.855], [-0.486, -2.175, -1.700], [-1.180, -2.847, -2.425], [-0.981, -1.363, -0.722], [-2.400, -1.231, -0.499], [1.334, -2.842, -2.600], [1.555, -2.241, -0.912], [1.270, -1.132, -2.266], [-0.396, -1.081, 0.050], [-2.957, -1.469, -1.404], [-2.681, -0.205, -0.262], [-2.791, -1.914, 0.262]],
  "forces_ev_per_angstrom": [[0.300, -0.355, -0.367], [-1.172, 0.995, 1.382], [-0.522, 0.854, -1.791], [1.336, -1.500, 0.673], [0.295, -0.152, 0.251], [-0.213, 0.048, -0.385], [-0.135, 0.222, 0.149], [0.660, -0.311, -0.163], [-0.162, 0.293, 0.007], [-0.182, -0.002, 0.063], [0.102, -0.037, -0.190], [-0.030, 0.143, -0.052], [-0.190, 0.069, 0.282], [-0.100, 0.064, 0.089], [-0.009, -0.167, -0.089], [-0.004, -0.134, 0.126], [-0.214, 0.285, -0.346], [0.660, 0.126, 0.430], [-0.408, -0.140, -0.379], [-0.386, 0.043, 0.261], [-0.772, -0.157, -0.264], [0.017, -0.212, 0.190], [0.024, -0.028, 0.005], [0.073, 0.022, 0.178], [0.317, 0.020, -0.285], [0.308, -0.112, -0.142], [0.249, 0.004, 0.238], [0.157, 0.117, 0.128]],
  "orbital_gap_ev": 6.0608,
  "charge": 0,
  "lumo_energy_ev": -3.4
}

(3)
{
  "formula": "C6H14FO3",
  "method": "ωB97M-V/def2-TZVPD",
  "symbols": ["F", "C", "H", "H", "H", "O", "C", "C", "O", "C", "C", "O", "C", "H", "H", "H", "H", "H", "H", "H", "H", "H", "H", "H"],
  "xyz": [[-3.978, -5.860, 2.290], [-2.362, -3.518, 3.361], [-3.153, -3.551, 4.120], [-2.783, -3.305, 2.367], [-1.744, -4.432, 3.369], [-1.489, -2.378, 3.763], [-0.282, -2.230, 3.064], [-0.413, -1.648, 1.669], [-0.941, -2.605, 0.785], [-1.168, -2.120, -0.512], [-1.894, -3.166, -1.319], [-3.205, -3.316, -0.836], [-3.909, -4.358, -1.459], [0.248, -3.200, 2.996], [0.346, -1.544, 3.652], [0.586, -1.326, 1.318], [-1.064, -0.754, 1.706], [-0.206, -1.886, -1.003], [-1.767, -1.191, -0.488], [-1.343, -4.124, -1.264], [-1.915, -2.853, -2.379], [-4.919, -4.382, -1.031], [-3.982, -4.197, -2.549], [-3.420, -5.330, -1.275]],
  "forces_ev_per_angstrom": [[0.059, 0.079, 0.003], [0.810, 0.877, -0.061], [0.347, -0.136, -0.345], [0.137, -0.493, 0.446], [-0.573, 0.243, -0.161], [-0.418, -0.249, -0.025], [-0.208, -0.463, 0.100], [0.002, 0.257, -0.066], [-0.048, -0.086, -0.012], [0.021, 0.197, 0.024], [-0.081, -0.302, -0.110], [0.168, 0.376, -0.011], [-0.093, -0.403, 0.016], [-0.078, 0.187, -0.050], [-0.140, -0.115, -0.082], [-0.077, 0.003, 0.046], [0.103, -0.191, -0.004], [-0.117, -0.009, 0.005], [0.077, -0.191, 0.047], [-0.137, 0.184, 0.055], [0.056, -0.014, 0.086], [0.363, -0.032, -0.029], [0.030, 0.034, 0.096], [-0.202, 0.246, 0.030]],
  "orbital_gap_ev": 6.6111,
  "charge": -1,
  "lumo_energy_ev": 3.3
}

(4)
{
  "formula": "C6H14IN2",
  "method": "ωB97M-V/def2-TZVPD",
  "symbols": ["C", "C", "C", "C", "C", "C", "N", "N", "I", "H", "H", "H", "H", "H", "H", "H", "H", "H", "H", "H", "H", "H", "H"],
  "xyz": [[1.276, 0.637, 0.736], [-0.917, 1.438, 2.471], [0.355, 0.497, -0.210], [0.009, 1.451, -1.278], [-1.539, -0.822, -0.919], [0.803, -1.564, -1.170], [-1.345, 0.332, 2.135], [-0.180, -0.888, -0.367], [-1.288, -1.289, 3.425], [1.503, -0.203, 1.396], [1.700, 1.684, 0.880], [-0.520, 1.627, 3.498], [-1.241, 2.215, 1.788], [-1.095, 1.666, -1.176], [0.347, 1.303, -2.310], [0.436, 2.389, -1.041], [-1.995, -1.809, -1.122], [-2.229, -0.405, -0.203], [-1.371, -0.296, -1.942], [1.271, -0.747, -1.854], [1.515, -2.030, -0.520], [0.412, -2.330, -1.911], [-0.249, -1.247, 0.658]],
  "forces_ev_per_angstrom": [[-0.238, 1.626, -0.325], [-0.414, 1.169, 2.417], [1.865, -0.376, 0.208], [-1.967, 0.945, 0.430], [-0.488, -0.651, -2.700], [1.044, -0.459, -3.714], [-1.093, -2.383, -0.815], [-1.293, 0.524, 3.002], [0.307, 0.287, -0.131], [0.142, 0.524, 0.101], [-0.228, -1.818, -0.052], [-0.014, 0.370, -0.946], [0.744, 0.598, -0.068], [1.023, -0.238, -0.798], [-0.387, -0.692, 0.212], [0.729, 0.983, 0.520], [0.899, 0.114, 0.046], [0.149, 0.965, -0.007], [-1.084, -0.822, 1.943], [-0.440, -1.698, 1.307], [0.635, -0.051, 0.101], [-0.039, 0.780, 1.315], [0.147, 0.304, -2.045]],
  "orbital_gap_ev": 9.4970,
  "charge": 1,
  "lumo_energy_ev": -3.4
}

(5)
{
  "formula": "C6H14MnO4",
  "method": "ωB97M-V/def2-TZVPD",
  "symbols": ["O", "C", "C", "O", "C", "C", "O", "C", "Mn", "H", "H", "H", "H", "H", "H", "H", "H", "H", "H", "O", "H", "C", "H", "H", "H"],
  "xyz": [[2.773, 0.843, 2.279], [3.606, 0.546, 1.181], [2.862, -0.290, 0.143], [2.630, -1.584, 0.841], [1.854, -2.529, 0.141], [0.650, -2.928, 0.965], [-0.017, -1.715, 1.327], [-1.401, -1.832, 1.616], [1.236, -0.164, 1.668], [4.515, 0.012, 1.537], [3.947, 1.464, 0.658], [3.493, -0.484, -0.739], [2.451, -3.420, -0.103], [1.493, -2.064, -0.790], [0.911, -3.482, 1.879], [-0.012, -3.569, 0.366], [-1.788, -0.814, 1.732], [-1.934, -2.273, 0.763], [-1.516, -2.486, 2.492], [0.079, 1.327, -0.581], [0.977, 0.703, -0.910], [-1.138, 0.990, -1.185], [-1.004, 0.275, -2.018], [-1.861, 0.542, -0.478], [-1.600, 1.902, -1.593]],
  "forces_ev_per_angstrom": [[-0.752, -0.276, 0.057], [0.363, -0.056, -0.374], [-0.154, 0.584, -0.407], [0.106, -1.255, 0.415], [0.186, 0.114, -0.356], [0.135, -0.617, -0.008], [-0.519, -0.218, -0.272], [-0.272, -0.249, -0.190], [1.227, 1.754, -0.337], [-0.232, 0.153, -0.061], [-0.136, -0.215, 0.194], [-0.209, 0.043, 0.175], [-0.117, 0.178, 0.010], [0.087, -0.158, 0.092], [0.051, 0.208, -0.134], [0.005, 0.258, 0.096], [0.053, -0.340, 0.387], [0.202, -0.022, 0.121], [-0.280, 0.436, -0.068], [3.486, -2.140, -0.422], [-3.139, 2.037, 1.588], [-0.293, -0.350, -0.759], [-0.138, 0.258, 0.252], [0.281, 0.110, -0.061], [0.058, -0.236, 0.062]],
  "orbital_gap_ev": [7.0032, 6.9439],
  "charge": 0,
  "s_squared": 8.763,
  "spin_multiplicity": 6,
  "lumo_energy_ev": [0.2, -0.2]
}

(6)
{
  "formula": "C6H14N2",
  "method": "ωB97M-V/def2-TZVPD",
  "symbols": ["C", "C", "N", "C", "C", "C", "C", "N", "H", "H", "H", "H", "H", "H", "H", "H", "H", "H", "H", "H", "H", "H"],
  "xyz": [[1.813, 2.734, 0.871], [1.452, 1.445, 0.184], [2.113, 1.262, -1.018], [0.527, 0.586, 0.633], [0.312, -0.739, 0.015], [-0.902, -1.579, 0.447], [-2.174, -1.092, -0.244], [-3.063, -2.173, -0.741], [2.665, 3.187, 0.356], [1.038, 3.490, 0.949], [2.239, 2.561, 1.865], [2.991, 1.712, -1.226], [1.839, 0.576, -1.704], [0.145, 0.739, 1.633], [0.265, -0.877, -1.086], [1.224, -1.345, 0.088], [-1.106, -1.587, 1.520], [-0.687, -2.605, 0.141], [-2.044, -0.415, -1.090], [-2.818, -0.496, 0.411], [-2.839, -3.043, -0.276], [-2.989, -2.340, -1.728]],
  "forces_ev_per_angstrom": [[1.292, -0.014, 0.419], [-0.412, 0.297, -0.277], [0.283, -0.107, -0.701], [0.466, 0.276, 0.007], [0.235, -1.945, -0.833], [0.062, 0.640, -0.223], [-1.621, -0.197, -0.464], [0.094, -0.074, 0.502], [-0.219, 0.140, -0.210], [-0.274, -0.188, -0.125], [-0.448, -0.137, 0.102], [-0.336, 0.125, 0.282], [-0.097, -0.055, 0.464], [-0.322, 0.159, -0.100], [-0.332, 1.303, 0.044], [0.210, -0.110, 0.919], [0.408, 0.011, 0.087], [-0.178, -0.039, 0.013], [0.683, -0.075, -0.035], [0.391, -0.033, 0.386], [-0.130, -0.039, 0.003], [0.244, 0.064, -0.259]],
  "orbital_gap_ev": 8.7010,
  "smiles": "C/C(N)=C/CCCN",
  "charge": 0,
  "lumo_energy_ev": 1.0
}